P:
Here is a 3-piece molecular cluster, C19H17NO4 overall from OMol25. Energies are from ωB97M-V with the def2-TZVPD basis set.

## Properties
- HOMO-LUMO gap: 7.89 eV
- HOMO energy: -0.336 Ha
- E_LUMO: -1.26 eV
- Structure (SMILES): CCC1=C(OC#N)C(=O)OC1=O.c1ccccc1.c1ccccc1

ORCA input file:
```
! RIJCOSX wB97M-V def2-TZVPD def2/J DEFGRID3
* xyz 0 1
C 3.7823 1.7566 -1.6120
C 2.5999 1.5627 -2.5968
C 1.6281 2.6571 -2.3889
C 0.6273 2.6661 -1.5518
O 0.2356 1.6489 -0.6947
C -0.9089 1.1916 -1.0835
N -1.9642 0.9005 -1.4766
C -0.1425 3.9483 -1.6178
O -1.1642 4.2447 -1.0905
O 0.5926 4.7341 -2.4772
C 1.5709 3.9988 -3.0756
O 2.2525 4.3435 -3.9849
H 3.6424 2.6786 -1.0643
H 3.8269 0.9685 -0.8750
H 4.7033 1.8770 -2.1614
H 2.0707 0.6378 -2.4070
H 2.9638 1.5507 -3.6121
C -4.2918 -0.4982 0.7835
C -4.0689 -1.8678 0.8173
C -4.7456 -2.6605 1.7342
C -5.6525 -2.0847 2.6131
C -5.8783 -0.7157 2.5781
C -5.1955 0.0777 1.6662
H -3.7618 0.1186 0.0703
H -3.3661 -2.3173 0.1274
H -4.5670 -3.7278 1.7634
H -6.1834 -2.7032 3.3253
H -6.5868 -0.2668 3.2625
H -5.3683 1.1459 1.6421
C 1.8348 -1.3912 1.7884
C 2.0884 -1.1573 0.4442
C 3.0352 -1.9185 -0.2278
C 3.7233 -2.9198 0.4429
C 3.4673 -3.1558 1.7862
C 2.5260 -2.3897 2.4599
H 1.0983 -0.7958 2.3124
H 1.5479 -0.3800 -0.0796
H 3.2371 -1.7323 -1.2757
H 4.4584 -3.5163 -0.0815
H 4.0024 -3.9378 2.3090
H 2.3303 -2.5715 3.5084
*
```

***

Q:
Here is an isolated molecule of C19H17NO4 from OMol25. Energies are from ωB97M-V with the def2-TZVPD basis set.

## Properties
- HOMO-LUMO gap: 8.53 eV
- HOMO energy: -0.312 Ha
- E_LUMO: 0.05 eV
- Structure (SMILES): Cc1cc(=O)oc2cc(NC(=O)CCOc3ccccc3)ccc12

ORCA input file:
```
! RIJCOSX wB97M-V def2-TZVPD def2/J DEFGRID3
* xyz 0 1
C -2.0400 -2.5162 -5.0827
C -2.7539 -2.4780 -3.7718
C -3.8679 -3.2115 -3.5510
C -4.5868 -3.1985 -2.2938
O -5.5825 -3.8333 -2.0503
O -4.0822 -2.3905 -1.3053
C -2.9731 -1.6436 -1.4929
C -2.5578 -0.8584 -0.4247
C -1.4293 -0.0573 -0.5387
C -0.7080 -0.0533 -1.7382
C -1.1217 -0.8323 -2.7914
C -2.2600 -1.6433 -2.7040
H -0.5538 -0.8158 -3.7076
H 0.1688 0.5654 -1.8245
N -1.0713 0.7160 0.5612
C -0.0400 1.6053 0.6906
O 0.7440 1.8822 -0.1835
C 0.0176 2.2343 2.0771
H 0.7611 3.0310 2.0339
C 0.4226 1.1989 3.1400
H -0.3477 0.4269 3.2381
H 0.5354 1.6902 4.1153
O 1.5812 0.4865 2.7881
C 2.8014 1.1075 2.8262
C 3.8530 0.3825 2.2668
C 5.1338 0.8936 2.2727
C 5.3887 2.1345 2.8355
C 4.3485 2.8526 3.3929
C 3.0573 2.3496 3.3927
H 2.2718 2.9367 3.8436
H 4.5345 3.8201 3.8360
H 6.3901 2.5369 2.8379
H 5.9381 0.3224 1.8337
H 3.6348 -0.5803 1.8327
H -0.9508 2.6622 2.3412
H -1.6667 0.5873 1.3679
H -3.1357 -0.8887 0.4866
H -4.2859 -3.8534 -4.3105
H -1.0155 -2.8588 -4.9450
H -2.0074 -1.5213 -5.5241
H -2.5447 -3.1885 -5.7708
*
```

***

Which structure is most stable? Q, by 64.1 kcal/mol over the runner-up.

***

P:
Here is an isolated molecule of BrH2NOS from OMol25. Energies are from ωB97M-V with the def2-TZVPD basis set.

## Properties
- HOMO-LUMO gap (spin up / spin down): 8.82 / 8.82 eV
- HOMO energy (spin up / spin down): -0.360 / -0.360 Ha
- E_LUMO (spin up / spin down): -0.97 / -0.97 eV

ORCA input file:
```
! RIJCOSX wB97M-V def2-TZVPD def2/J DEFGRID3
* xyz 0 1
N -0.6336 -0.5048 0.0302
O 0.6230 1.4133 -1.6506
S 0.9930 0.0448 -0.2541
Br 1.1081 0.9389 1.7137
H -1.2582 -0.8048 -0.6855
H -0.8322 -1.0873 0.8463
*
```

***

Q:
Here is an isolated molecule of BrH2NOS from OMol25. Energies are from ωB97M-V with the def2-TZVPD basis set.

## Properties
- HOMO-LUMO gap (spin up / spin down): 7.32 / 7.84 eV
- HOMO energy (spin up / spin down): -0.323 / -0.342 Ha
- E_LUMO (spin up / spin down): -1.48 / -1.46 eV

ORCA input file:
```
! RIJCOSX wB97M-V def2-TZVPD def2/J DEFGRID3
* xyz 0 1
N -1.6586 0.2610 0.0200
O 2.9499 0.1629 -0.8481
S 2.4780 0.1961 0.5434
Br 0.4552 -0.6079 0.5570
H -1.8077 0.0724 -0.9888
H -2.4167 -0.0846 0.7164
*
```

***

Which structure is most stable? Q, by 6.6 kcal/mol over the runner-up.

***

P:
Here is a 3-piece molecular cluster, C4H12O3 overall from OMol25. Energies are from ωB97M-V with the def2-TZVPD basis set.

## Properties
- HOMO-LUMO gap: 10.00 eV
- HOMO energy: -0.351 Ha
- E_LUMO: 0.46 eV
- Structure (SMILES): C/C=C/CO.O.O

ORCA input file:
```
! RIJCOSX wB97M-V def2-TZVPD def2/J DEFGRID3
* xyz 0 1
C -0.0675 -0.8794 2.2128
C 1.0462 0.2459 -1.3246
O 1.5663 -0.6686 -2.2527
C 0.8709 -0.7339 -0.1066
C 0.1931 -0.2688 0.8637
H 0.8687 -1.2828 2.6886
H -0.4484 -0.0172 2.7877
H -0.8476 -1.5372 2.4517
H 1.8389 0.8373 -1.0959
H 0.0409 0.7248 -1.6206
H 0.8781 -0.9019 -2.9250
H 1.4467 -1.6182 -0.1257
H -0.4984 0.5959 0.7093
H 0.4167 1.9530 0.7979
H 0.0105 3.3912 0.3214
O 0.6633 2.6986 0.2206
H -2.5886 -1.6048 -1.2877
H -2.6642 -0.0651 -1.4645
O -2.7257 -0.8684 -0.8504
*
```

***

Q:
Here is a 3-piece molecular cluster, C4H12O3 overall from OMol25. Energies are from ωB97M-V with the def2-TZVPD basis set.

## Properties
- HOMO-LUMO gap: 9.33 eV
- HOMO energy: -0.318 Ha
- E_LUMO: 0.66 eV
- Structure (SMILES): C/C=C(/C)O.O.O

ORCA input file:
```
! RIJCOSX wB97M-V def2-TZVPD def2/J DEFGRID3
* xyz 0 1
C -1.5188 -2.9630 2.0812
C -1.0055 -2.1757 0.9205
C -0.5880 -0.9215 0.8270
O -0.6433 -0.2717 2.0782
C -0.0466 -0.1903 -0.3403
H -2.0660 -2.2954 2.7578
H -0.6805 -3.2939 2.7421
H -2.1750 -3.8002 1.9050
H -0.9652 -2.7315 -0.0185
H -1.1601 0.5342 2.0135
H -0.6365 0.5936 -0.8263
H 0.1893 -0.7833 -1.2115
H 0.8742 0.2869 -0.0577
H -1.6363 2.2874 -5.7002
H -2.0740 1.3660 -4.5687
O -1.7130 2.2310 -4.7503
H 4.5966 3.0940 -0.5010
H 4.5249 3.7301 0.7824
O 4.8576 2.8996 0.4061
*
```

***

Which structure is most stable? Q, by 37.8 kcal/mol over the runner-up.

***

P:
Here is a 2-piece molecular cluster, C4H12O3 overall from OMol25. Energies are from ωB97M-V with the def2-TZVPD basis set.

## Properties
- HOMO-LUMO gap: 11.10 eV
- HOMO energy: -0.376 Ha
- E_LUMO: 0.87 eV
- Structure (SMILES): CCOCOC.O

ORCA input file:
```
! RIJCOSX wB97M-V def2-TZVPD def2/J DEFGRID3
* xyz 0 1
O -0.7879 -0.5419 1.8835
O -0.4784 0.2437 -0.1979
C -0.1929 -1.7646 1.5436
C -1.3980 0.0790 0.8525
C 1.6410 0.8229 -0.7399
C 0.3926 1.3336 -0.0644
H 0.2782 -2.2098 2.4361
H 0.5952 -1.5371 0.8063
H -0.8829 -2.5044 1.1041
H -2.2008 -0.5769 0.4641
H -1.8650 1.0318 1.1678
H 1.5527 0.5822 -1.8127
H 2.0479 -0.0573 -0.2142
H 2.3496 1.6602 -0.6244
H 0.0191 2.2363 -0.5849
H 0.6569 1.6266 0.9699
O -0.5544 -0.5243 -2.4475
H -0.3141 -0.1502 -1.5697
H -0.8589 0.2503 -2.9723
*
```

***

Q:
Here is a 3-piece molecular cluster, C4H12O3 overall from OMol25. Energies are from ωB97M-V with the def2-TZVPD basis set.

## Properties
- HOMO-LUMO gap: 10.99 eV
- HOMO energy: -0.379 Ha
- E_LUMO: 0.67 eV
- Structure (SMILES): CC(C)C=O.O.O

ORCA input file:
```
! RIJCOSX wB97M-V def2-TZVPD def2/J DEFGRID3
* xyz 0 1
C -1.3279 -0.8529 0.9333
C 0.1063 -0.7305 0.4753
C 0.6920 0.6549 0.7310
C 0.9434 -1.8566 1.0654
O -2.0655 0.0739 1.1667
H -1.7527 -1.8751 0.9003
H 0.0011 -0.9029 -0.6039
H -0.0764 1.3183 1.1260
H 1.5075 0.6187 1.4507
H 1.0977 1.1400 -0.1462
H 1.8293 -2.0742 0.4673
H 1.3393 -1.6089 2.0492
H 0.4217 -2.8120 1.1178
H 1.1180 0.7669 -3.5445
H 0.8326 1.2394 -2.1284
O 1.5610 1.0138 -2.7210
H -2.5309 2.5793 -0.9812
H -1.8209 1.4203 -0.2535
O -1.8754 1.8878 -1.1044
*
```

***

R:
Here is a 3-piece molecular cluster, C4H12O3 overall from OMol25. Energies are from ωB97M-V with the def2-TZVPD basis set.

## Properties
- HOMO-LUMO gap: 10.28 eV
- HOMO energy: -0.355 Ha
- E_LUMO: 0.63 eV
- Structure (SMILES): C/C=C/CO.O.O

ORCA input file:
```
! RIJCOSX wB97M-V def2-TZVPD def2/J DEFGRID3
* xyz 0 1
C 1.8861 1.8333 0.6255
C -1.9403 1.9188 0.3935
O -2.1689 0.5446 0.8419
C -0.4211 1.9460 -0.0607
C 0.4837 1.8711 0.8682
H 2.1699 1.5112 -0.4100
H 2.4608 2.7930 0.6928
H 2.4466 0.9752 1.0578
H -2.7233 2.1973 -0.3041
H -1.9073 2.4539 1.3057
H -2.4489 0.1291 -0.0595
H -0.2723 1.9987 -1.1374
H 0.2477 1.9108 1.9596
H 0.7986 -5.3720 -1.5624
H 2.0157 -5.5262 -0.6396
O 1.8275 -5.1078 -1.4574
H -0.3204 -2.3943 -0.2055
H -1.1692 -1.3823 -0.8994
O -0.9649 -2.3004 -1.0088
*
```

***

S:
Here is a 3-piece molecular cluster, C4H12O3 overall from OMol25. Energies are from ωB97M-V with the def2-TZVPD basis set.

## Properties
- HOMO-LUMO gap: 10.85 eV
- HOMO energy: -0.375 Ha
- E_LUMO: 0.63 eV
- Structure (SMILES): C/C=C/CO.O.O

ORCA input file:
```
! RIJCOSX wB97M-V def2-TZVPD def2/J DEFGRID3
* xyz 0 1
C 2.0382 -1.0929 -0.2442
C -1.3019 0.8095 0.5471
O -2.3957 0.0348 1.0450
C 0.0762 0.1325 0.7053
C 0.7186 -0.4124 -0.3264
H 2.7950 -0.6363 -0.8958
H 2.0261 -2.0914 -0.7030
H 2.4463 -1.2105 0.7563
H -1.1039 1.7548 1.0724
H -1.5027 1.0041 -0.5029
H -2.0955 -0.2724 1.9116
H 0.4958 0.1433 1.7047
H 0.2825 -0.3484 -1.3178
H 1.0568 2.1307 -0.3679
H 1.4494 3.2608 -1.3696
O 1.0253 3.0937 -0.5154
H -1.3328 -2.4609 -0.4331
H -2.4681 -1.5145 -0.2950
O -2.2096 -2.3245 -0.7712
*
```

***

Which structure is most stable? Q, by 14.7 kcal/mol over the runner-up.